Entry 1:
Entry from OMol25: C44H37ClF3N6O5PRu as an isolated structure (the ωB97M-V functional and the def2-TZVPD basis).

XYZ file:
```
98
Properties=species:S:1:pos:R:3:forces:R:3:lowdin_charge:R:1
Ru -0.076700 -0.122500 0.381300 -0.3 0.3 0.9 0.94
C 5.226000 1.220100 2.389200 0.1 0.1 0.0 -0.04
C 4.778000 -0.184600 2.651900 0.0 0.1 0.0 -0.27
C 5.652500 -1.055500 3.290200 0.0 0.0 0.0 -0.05
C 5.304900 -2.366100 3.561400 0.0 -0.1 0.0 -0.09
C 4.061900 -2.839900 3.178600 0.1 -0.1 0.1 -0.09
C 3.181200 -1.989300 2.537300 -0.1 0.1 0.0 -0.10
C 3.514900 -0.661500 2.279400 -0.5 -0.3 -0.1 -0.31
P 2.167400 0.330700 1.504600 -0.6 0.3 -1.1 1.07
C 3.089500 1.353200 0.300200 0.0 0.1 0.0 -0.34
C 3.105500 2.739300 0.410500 -0.1 -0.1 0.0 -0.11
C 3.779400 3.507200 -0.520200 0.0 0.1 0.0 -0.09
C 4.441500 2.889800 -1.568900 0.1 0.0 0.0 -0.09
C 4.408100 1.511400 -1.697700 0.0 0.0 0.0 -0.05
C 3.721000 0.725700 -0.781900 -0.1 0.1 0.3 -0.29
C 3.615800 -0.757200 -0.944300 0.0 0.0 -0.1 -0.05
C 1.621200 1.402000 2.862700 -0.8 0.0 0.1 -0.33
C 2.192300 1.419000 4.129700 0.1 0.1 -0.1 -0.10
C 1.548000 2.030800 5.191800 -0.1 0.1 0.2 -0.11
C 0.273800 2.569400 5.008300 0.4 -0.2 0.2 -0.10
C -0.324000 2.535900 3.774300 0.1 0.0 -0.5 -0.05
C 0.336700 2.000700 2.649000 1.0 0.0 1.2 -0.34
C -0.253300 2.033000 1.361900 0.0 -2.0 -1.9 -0.13
H 6.042800 1.492800 3.056300 0.0 0.0 0.1 0.08
H 4.407900 1.921400 2.525800 0.1 0.1 0.0 0.06
H 5.579600 1.313100 1.361700 0.0 0.1 0.0 0.09
H 6.626800 -0.689300 3.587500 0.0 0.0 0.0 0.11
H 6.007000 -3.012500 4.068300 0.0 -0.1 0.0 0.10
H 3.783800 -3.864000 3.380200 0.0 -0.1 0.0 0.10
H 2.209000 -2.349100 2.221200 0.0 0.0 0.0 0.09
H 2.576400 3.211000 1.228900 0.0 0.1 0.1 0.11
H 3.784800 4.584500 -0.432000 0.0 0.1 0.0 0.10
H 4.961500 3.486100 -2.305200 0.1 0.0 -0.1 0.10
H 4.899300 1.038900 -2.537500 0.0 -0.1 -0.1 0.11
H 3.890800 -1.064100 -1.951200 0.0 0.0 0.0 0.09
H 2.576400 -1.057200 -0.758400 0.2 -0.1 -0.1 0.05
H 4.254200 -1.263500 -0.217900 0.0 -0.1 0.0 0.08
H 3.139900 0.925900 4.304800 0.0 0.0 0.0 0.10
H 2.013100 2.057400 6.168000 0.0 0.0 0.0 0.09
H -0.248500 3.007500 5.847000 -0.1 0.0 0.1 0.10
H -1.316200 2.937600 3.632600 -0.1 0.1 0.0 0.11
H 0.388800 2.312900 0.524700 0.0 0.5 0.2 0.03
H -1.233300 2.498300 1.313800 0.0 -0.3 -0.1 0.05
N -2.006300 -3.196200 0.202400 -0.5 -0.1 0.3 0.13
C -1.705900 -2.801000 1.483400 0.4 0.1 0.1 -0.29
C -2.480600 -3.377000 2.503300 0.1 -0.1 0.3 -0.01
C -2.215100 -3.071200 3.818400 0.3 0.3 -0.4 -0.06
C -1.184200 -2.169700 4.086100 -0.1 -0.2 0.1 -0.06
C -0.466300 -1.657900 3.029600 0.2 -0.1 0.3 -0.14
N -0.684500 -1.972500 1.745400 -0.5 0.9 -0.1 0.04
C -1.528900 -2.797600 -1.023100 0.4 0.1 -0.7 -0.30
C -2.171900 -3.318900 -2.159200 0.1 0.0 0.1 -0.01
C -1.714500 -2.970700 -3.411000 0.2 0.2 0.2 -0.07
C -0.607700 -2.131300 -3.502000 0.0 -0.3 0.0 -0.06
C -0.005400 -1.709600 -2.335300 0.4 -0.1 -0.5 -0.12
N -0.451400 -2.014000 -1.112800 -0.3 0.5 0.6 0.07
H -2.846700 -3.756900 0.147400 0.2 0.2 0.0 0.14
H -3.267000 -4.073900 2.248000 -0.1 0.0 -0.1 0.11
H -2.789700 -3.514700 4.618400 -0.1 0.0 0.0 0.11
H -0.932700 -1.891300 5.096500 0.0 0.1 0.1 0.10
H 0.359000 -0.977000 3.218600 -0.2 0.0 0.0 0.08
H -3.005200 -3.998500 -2.039400 -0.1 0.0 0.0 0.11
H -2.194000 -3.345000 -4.304200 -0.1 0.0 0.0 0.10
H -0.198400 -1.825900 -4.452100 0.0 0.1 -0.1 0.11
H 0.892600 -1.106700 -2.380400 -0.1 0.1 0.0 0.08
C 0.107300 3.129200 -6.104000 0.1 -0.1 0.1 -0.03
C -0.769200 2.146200 -5.387000 0.0 0.0 0.2 -0.18
C -1.439900 1.174000 -6.112100 0.0 0.0 0.1 -0.06
C -2.308200 0.303700 -5.484200 0.1 0.3 0.3 -0.67
Cl -3.123400 -0.888600 -6.426400 -0.3 -0.4 -0.3 0.66
C -2.546100 0.377600 -4.126300 0.1 0.2 -0.1 -0.04
C -1.857300 1.324900 -3.383800 0.2 0.0 -0.3 -0.17
C -0.950000 2.196500 -4.001100 -0.1 -0.2 0.1 -0.19
O -0.286300 3.102500 -3.211500 -0.5 0.1 -0.3 -0.03
C 1.096400 2.816200 -3.052500 0.4 -0.5 0.2 -0.08
C 1.303600 1.327400 -2.631800 -0.1 1.0 -0.4 -0.66
O 1.936400 0.593600 -3.382400 0.5 -0.5 -0.4 0.01
O 0.747300 1.020300 -1.549300 -0.9 -0.3 1.6 -0.13
H -0.274500 3.318600 -7.106500 0.0 0.0 0.0 0.08
H 1.120800 2.737900 -6.191300 0.1 0.0 0.0 0.08
H 0.149800 4.066100 -5.554600 0.0 0.1 0.0 0.09
H -1.285300 1.098600 -7.178400 0.0 0.0 -0.1 0.11
H -3.253900 -0.275300 -3.641500 -0.1 -0.1 0.1 0.12
H -1.365400 1.010700 -1.367800 -0.3 0.3 -0.4 0.10
H 1.439900 3.473500 -2.253600 0.0 0.0 0.0 0.12
H 1.659200 3.007200 -3.971100 -0.1 0.0 0.0 0.11
N -3.806400 3.806800 -4.380100 0.0 0.1 -0.6 0.12
C -3.720900 3.386700 -3.307600 0.1 0.3 -0.7 -0.39
N -3.749000 3.063100 -2.054500 -0.4 0.0 1.5 0.18
C -2.989000 2.236000 -1.435900 0.3 -0.4 -0.4 -0.37
N -2.090500 1.388400 -1.989300 0.0 0.2 0.8 0.19
F -5.726700 1.391700 0.275400 0.1 0.2 0.1 0.13
C -4.796400 0.441700 0.102600 -0.2 -0.2 -0.2 -0.55
F -5.167700 -0.612800 0.857200 0.1 -0.1 0.2 0.11
F -4.994600 0.000500 -1.197200 0.2 0.1 0.0 0.08
C -3.406700 0.878900 0.427900 -0.1 -0.5 0.3 -0.37
O -3.117600 2.170300 -0.089000 0.1 -0.1 -0.5 0.05
O -2.513000 -0.024700 0.594900 0.9 0.1 -0.6 -0.11
```
Forces are in eV/Å.

## Properties
LUMO energy (spin up / spin down) = 2.22 / 2.23 eV
charge = -1
<S²> = 1.02
2S+1 = 2
Kohn-Sham gap (spin up / spin down) = 5.9 / 7.1 eV

---

Entry 2:
Entry from OMol25: C29H37CsN10O3S as an isolated structure (the ωB97M-V functional and the def2-TZVPD basis).

XYZ file:
```
81
Properties=species:S:1:pos:R:3:forces:R:3:lowdin_charge:R:1
Cs -0.573975 -1.183615 2.016433 0.3 -0.4 -1.6 1.45
O -1.093475 0.575285 5.481333 0.2 -0.1 0.4 -0.04
C -0.615575 0.782285 4.346633 -0.4 0.4 0.2 -0.65
N -1.260975 1.083385 3.242433 -0.2 0.8 0.1 -0.18
C -2.672875 1.274885 3.454333 0.1 0.1 0.8 -0.22
C -3.594075 0.767185 2.392033 -0.4 0.2 0.0 -0.28
C -4.949775 1.127985 2.458733 0.1 -0.1 -0.1 -0.02
C -5.825075 0.670585 1.499233 0.1 0.0 0.0 -0.07
C -5.328975 -0.125915 0.471133 0.1 0.0 0.0 -0.07
C -3.982575 -0.439415 0.495433 -0.4 -0.1 -0.4 -0.17
N -3.137375 -0.023715 1.428333 -0.1 0.4 0.1 -0.02
C 0.889925 0.676985 4.226733 0.3 0.0 0.6 -0.23
C 1.649325 1.060085 5.336033 0.0 0.0 0.0 0.00
C 3.018525 0.890185 5.315033 0.0 0.0 -0.1 -0.06
C 3.601625 0.333785 4.184933 0.0 0.0 0.0 -0.07
C 2.771925 -0.004415 3.132933 0.5 -0.1 -0.2 -0.16
N 1.456025 0.156585 3.141333 0.5 0.8 0.4 -0.10
H -2.878075 2.349785 3.582833 -0.1 -0.1 0.0 0.13
H -2.971675 0.801985 4.410933 -0.1 0.2 -0.2 0.12
H -5.296375 1.747285 3.273633 0.0 0.1 0.0 0.12
H -6.876375 0.923485 1.543233 0.0 0.0 0.0 0.11
H -5.975475 -0.491315 -0.314167 0.0 0.0 0.0 0.10
H -3.544275 -1.061315 -0.280367 -0.1 0.0 -0.1 0.10
H 1.145725 1.465085 6.199633 -0.1 0.0 0.0 0.12
H 3.628325 1.170285 6.162633 0.0 0.0 0.1 0.11
H 4.667325 0.171485 4.123333 0.1 0.0 0.0 0.10
H 3.183225 -0.437415 2.225533 0.1 0.0 0.0 0.10
C -2.633075 -4.872915 3.707933 0.2 0.0 0.3 -0.03
O -2.923575 -4.769815 2.315533 -0.2 0.1 -0.3 -0.03
C -1.962975 -4.219015 1.553633 0.2 -0.5 0.0 -0.63
O -0.949875 -3.715115 1.972233 -0.1 -1.5 0.3 -0.23
N -2.276075 -4.339615 0.243233 -0.5 0.0 -0.5 0.00
N -1.374275 -3.904415 -0.728667 0.0 0.0 0.0 0.06
H -3.219375 -5.713615 4.073033 0.0 0.1 0.0 0.09
H -2.914775 -3.959615 4.237533 0.0 -0.1 -0.1 0.10
H -1.567975 -5.061515 3.855333 -0.1 0.0 0.0 0.10
H -3.202175 -4.672215 -0.002267 0.3 0.1 0.1 0.16
H -1.609975 -2.990415 -1.102867 -0.1 -0.2 0.0 0.08
H -1.293375 -4.589715 -1.473367 0.0 0.2 0.2 0.09
S 6.266125 -0.130115 -2.268567 -0.3 -0.2 -0.2 0.97
C 4.598325 -0.600715 -1.786667 0.4 0.2 0.1 -0.52
C 3.562625 0.311185 -1.887967 -0.1 -0.1 0.1 -0.07
C 2.292425 -0.098715 -1.499767 0.1 0.4 -0.2 -0.13
N 2.035525 -1.313915 -1.043867 -0.6 -0.1 0.2 0.07
C 3.031825 -2.174315 -0.952267 0.4 -0.3 0.0 -0.14
C 4.339425 -1.875715 -1.310667 -0.2 0.1 0.1 -0.08
C 6.094925 -0.702715 -3.961667 0.2 0.2 0.3 -0.52
C 5.793125 0.201085 -4.967267 0.1 -0.2 -0.1 -0.08
C 5.653925 -0.293215 -6.255767 -0.1 0.4 0.1 -0.15
N 5.796825 -1.567815 -6.566767 -0.1 -0.2 -0.5 0.06
C 6.094125 -2.417215 -5.599767 0.1 -0.2 0.3 -0.14
C 6.256825 -2.041815 -4.274467 0.0 0.0 -0.2 -0.08
H 3.741825 1.309585 -2.256267 0.0 0.1 0.0 0.11
H 1.437825 0.562685 -1.560167 0.0 0.1 0.0 0.07
H 2.770825 -3.155715 -0.579067 0.1 -0.1 0.1 0.11
H 5.127725 -2.605615 -1.218767 0.1 -0.1 0.0 0.10
H 5.672325 1.249585 -4.747667 0.0 0.1 0.0 0.10
H 5.411125 0.363485 -7.079867 0.0 0.2 0.0 0.11
H 6.206925 -3.448415 -5.904467 0.0 -0.1 0.1 0.11
H 6.505825 -2.764715 -3.513567 0.0 -0.1 0.0 0.10
C -2.342775 4.012485 -0.052967 -0.1 0.2 0.0 -0.06
N -1.316875 3.089185 -0.473967 -0.1 0.1 0.0 -0.16
C -0.360975 2.741585 0.555633 0.2 -0.1 0.0 -0.04
C -1.476675 2.262185 -1.532667 -0.3 0.3 -0.6 -0.47
N -0.779275 1.196885 -1.641767 0.2 -0.7 0.0 0.14
N -2.442775 2.713585 -2.482667 0.2 -0.3 0.2 -0.20
C -3.020775 1.670685 -3.298467 0.0 0.0 0.1 -0.10
C -2.034575 3.869385 -3.256567 0.0 0.1 0.0 -0.07
H -2.700375 3.734785 0.942833 0.0 0.0 0.0 0.08
H -3.179075 3.995085 -0.748767 0.1 0.0 0.1 0.08
H -1.936975 5.027885 0.001133 -0.1 0.0 0.1 0.09
H 0.071725 3.655585 0.963133 0.0 0.1 0.0 0.09
H 0.422125 2.130185 0.117333 0.1 0.1 0.1 0.07
H -0.823675 2.179685 1.372533 0.0 0.0 0.0 0.06
H -0.895075 0.732985 -2.537667 -0.1 0.2 0.0 0.04
H -2.377375 1.346885 -4.130767 0.0 0.0 0.0 0.08
H -3.953175 2.040985 -3.724567 0.0 0.0 -0.1 0.09
H -3.241675 0.819385 -2.656667 -0.1 -0.1 -0.1 0.08
H -1.674475 4.648785 -2.590867 0.0 0.1 0.0 0.08
H -2.892675 4.250085 -3.811467 0.0 0.0 0.0 0.09
H -1.242475 3.621285 -3.979067 0.0 0.0 0.0 0.09
```
Forces are in eV/Å.

## Properties
LUMO energy = -0.07 eV
Kohn-Sham gap = 7.1 eV
relative energy (zero: lowest compared OMol25 entry of this formula, charge and spin) = 239.60 kJ/mol

---

Entry 3:
Entry from OMol25: C40H57BrNaO8 as an isolated structure (the ωB97M-V functional and the def2-TZVPD basis).

XYZ file:
```
107
Properties=species:S:1:pos:R:3:forces:R:3:lowdin_charge:R:1
Na -0.306536 -0.879880 0.903668 0.2 -0.5 -0.2 0.32
C 3.892121 -1.085776 -1.421165 0.0 0.0 -0.1 -0.04
C 3.683149 -0.346054 -0.124654 0.0 0.0 0.0 -0.17
C 4.074062 -0.897474 1.095310 0.0 0.0 0.0 -0.17
C 4.894872 -2.163855 1.151750 0.1 0.0 0.0 -0.05
C 3.723322 -0.255734 2.288712 0.0 0.0 0.0 -0.18
C 3.938214 -0.934012 3.619507 0.1 0.0 0.1 -0.04
C 3.117537 0.996742 2.247999 0.0 0.0 0.0 -0.18
C 2.825642 1.734270 3.527763 0.0 0.1 0.1 -0.02
C 2.769587 1.577613 1.021474 -0.1 0.0 0.1 -0.16
C 2.042104 2.897172 1.063808 0.0 0.1 0.0 -0.03
C 3.038348 0.899314 -0.167124 0.0 -0.1 0.0 -0.17
C 2.627930 1.434273 -1.514214 0.0 0.0 -0.1 -0.04
H 4.665599 -0.624513 -2.043848 0.0 0.0 0.0 0.08
H 2.973095 -1.091455 -2.009165 0.0 0.0 0.0 0.08
H 4.172946 -2.122182 -1.261792 0.0 0.0 0.0 0.05
H 4.275984 -3.051057 1.297028 -0.1 0.0 0.0 0.07
H 5.609122 -2.123753 1.974042 0.0 0.0 0.0 0.07
H 5.473746 -2.307786 0.241785 0.0 0.0 0.0 0.07
H 4.809507 -0.543318 4.155587 0.0 0.0 0.0 0.08
H 4.082878 -2.005079 3.503859 0.0 -0.1 0.0 0.06
H 3.066649 -0.798637 4.259762 0.0 0.0 0.0 0.07
H 3.451155 1.387161 4.347228 0.0 0.0 0.0 0.07
H 1.783922 1.620602 3.836840 0.0 0.0 -0.1 0.07
H 3.004410 2.803681 3.414039 0.0 0.0 0.0 0.07
H 2.665199 3.684478 1.497303 0.0 0.0 0.0 0.08
H 1.151742 2.819160 1.690727 0.0 0.0 0.0 0.08
H 1.716186 3.238409 0.087970 0.0 0.0 0.0 0.05
H 1.732245 0.916060 -1.867326 0.0 0.0 0.0 0.07
H 3.414173 1.282165 -2.255723 0.0 0.0 0.0 0.08
H 2.406939 2.497412 -1.497313 0.0 0.0 0.0 0.06
C -3.459315 -1.191587 -0.166985 0.1 0.0 0.0 -0.08
O -2.589152 -1.436321 0.917710 0.0 0.0 0.1 -0.21
C -2.833996 -2.672184 1.551887 -0.1 0.1 0.0 -0.19
C -1.717137 -2.952045 2.521638 0.0 -0.1 0.0 -0.18
O -0.549743 -3.232479 1.767339 -0.1 0.0 0.1 -0.16
C 0.586965 -3.517790 2.575283 0.0 0.1 0.0 -0.16
C 1.473276 -4.452725 1.793223 0.0 0.0 0.0 -0.20
O 1.963776 -3.781033 0.657487 0.0 0.0 0.0 -0.22
C 2.527893 -4.660163 -0.280060 0.1 0.0 0.0 -0.14
H -4.499164 -1.138614 0.177977 0.0 0.0 0.0 0.09
H -3.165407 -0.241096 -0.606113 0.0 0.0 0.0 0.08
H -3.356564 -1.973379 -0.927431 0.0 0.0 0.0 0.09
H -3.792864 -2.636321 2.089239 0.0 0.0 0.0 0.13
H -2.883005 -3.469227 0.798107 0.0 0.0 0.0 0.13
H -1.540112 -2.104422 3.189496 -0.1 0.0 0.0 0.12
H -1.982608 -3.825451 3.135487 0.0 0.0 0.0 0.13
H 1.092864 -2.586454 2.849663 0.1 0.0 0.0 0.12
H 0.280022 -3.991915 3.515400 0.0 -0.1 -0.1 0.13
H 2.304447 -4.808918 2.422810 0.0 0.0 0.0 0.13
H 0.885157 -5.325816 1.475840 0.0 0.0 0.0 0.13
H 3.410558 -5.174053 0.128995 0.0 0.0 0.0 0.09
H 1.799854 -5.415073 -0.601746 0.0 0.0 0.0 0.09
H 2.826535 -4.074993 -1.146046 0.0 0.0 0.0 0.07
C -1.342380 -1.388639 -7.086174 0.0 0.0 0.0 -0.06
C -2.444848 -0.767885 -6.218192 0.0 0.0 0.0 -0.57
C -3.647001 -1.720764 -6.184294 0.0 0.0 0.0 -0.06
C -2.891376 0.533419 -6.881805 0.0 0.0 0.0 -0.08
C -1.921728 -0.545639 -4.802331 0.0 0.0 0.0 -0.20
C -1.464475 -1.628217 -4.053352 0.0 -0.1 -0.1 -0.11
C -0.970362 -1.434781 -2.789369 0.0 0.1 0.1 -0.56
Br -0.382574 -2.939124 -1.778573 0.0 0.0 0.0 0.84
C -0.858495 -0.165033 -2.138966 0.0 0.1 0.0 -0.44
O -0.313664 -0.063915 -0.988791 -0.1 0.3 -0.6 -0.18
C -1.414387 0.923014 -2.887111 0.0 -0.1 0.0 -0.09
C -1.886809 0.693154 -4.178736 0.0 0.0 0.0 -0.01
C -1.514301 2.369963 -2.369831 0.0 0.0 0.0 -0.52
C -0.542858 3.252801 -3.168308 0.0 0.0 0.0 -0.04
C -2.944139 2.895000 -2.584773 0.0 0.0 0.0 -0.06
C -1.208481 2.567744 -0.881971 0.0 0.0 0.0 -0.05
H -1.705464 -1.571980 -8.100951 0.0 0.0 0.0 0.08
H -1.000674 -2.337643 -6.673951 0.0 0.0 0.0 0.07
H -0.479332 -0.723658 -7.142930 0.0 0.0 0.0 0.09
H -4.027681 -1.902717 -7.192760 0.0 0.0 0.0 0.08
H -4.453355 -1.299936 -5.581325 0.0 0.0 0.0 0.09
H -3.377255 -2.682511 -5.747693 0.0 0.0 0.0 0.07
H -3.243648 0.325835 -7.894590 0.0 0.0 0.0 0.08
H -2.073036 1.251633 -6.952468 0.0 0.0 0.0 0.08
H -3.708259 1.007402 -6.335546 0.0 0.0 0.0 0.08
H -1.484498 -2.633676 -4.455089 0.0 0.0 0.0 0.09
H -2.253332 1.550895 -4.726768 0.0 0.0 0.0 0.08
H -0.754806 3.212964 -4.238171 0.0 0.0 0.0 0.08
H 0.484485 2.921248 -3.017693 0.0 0.0 0.0 0.07
H -0.619316 4.294281 -2.842474 0.0 0.0 0.0 0.08
H -3.233859 2.913760 -3.635094 0.0 0.0 0.0 0.07
H -3.023879 3.914752 -2.199991 0.0 0.0 0.0 0.08
H -3.664514 2.275266 -2.048261 0.0 0.0 0.0 0.08
H -0.199842 2.274104 -0.623174 0.1 0.0 0.0 0.06
H -1.878190 1.990780 -0.243755 0.0 0.0 0.0 0.09
H -1.349014 3.629382 -0.650194 0.0 0.0 0.0 0.08
O 0.234543 -0.969531 4.624725 0.0 -0.1 0.1 -0.01
C -0.142243 0.010148 3.960061 0.1 0.0 -0.1 -0.65
O -0.145271 0.109513 2.704059 0.0 0.3 0.5 -0.07
C -0.635732 1.239130 4.718843 0.0 0.0 0.0 -0.14
C -0.600971 1.259144 6.106003 0.0 0.0 0.0 -0.02
C -1.022012 2.373527 6.839241 0.0 0.0 -0.1 0.00
C -1.471580 3.448969 6.115061 0.0 0.0 0.0 -0.22
O -1.945600 4.654424 6.586732 0.0 -0.1 -0.1 0.01
C -2.228485 5.434208 5.426037 0.0 0.0 0.0 -0.15
O -2.016825 4.633163 4.272086 0.0 0.0 0.1 0.02
C -1.511383 3.433423 4.733819 0.0 0.0 0.0 -0.20
C -1.102789 2.350454 4.001846 0.0 0.0 0.1 0.07
H -0.228670 0.375615 6.605396 0.0 0.0 0.0 0.11
H -0.994941 2.393214 7.919440 0.0 0.0 0.0 0.11
H -1.548836 6.293534 5.399361 -0.1 0.0 0.0 0.13
H -3.275313 5.749781 5.457296 0.1 0.1 0.0 0.13
H -1.128720 2.324144 2.922384 0.0 0.0 0.0 0.12
```
Forces are in eV/Å.

## Properties
LUMO energy = 2.04 eV
charge = -1
Kohn-Sham gap = 6.3 eV
relative energy (zero: lowest compared OMol25 entry of this formula, charge and spin) = 0.00 kJ/mol

---

| no. | maximum force (eV/Å) |
| --- | --- |
| 1 | 2.7 |
| 2 | 1.7 |
| 3 | 0.6 |